Here is a single C3H6N2O molecule from the Open Molecules 2025 dataset. Energies are from ωB97M-V with the def2-TZVPD basis set.

The geometry in ORCA input format:
```
! RIJCOSX wB97M-V def2-TZVPD def2/J DEFGRID3
* xyz 0 1
H -2.126 -0.707 -0.903
O 0.818 0.351 1.186
H -1.053 -1.658 0.185
H 2.930 0.338 -0.118
N -0.177 0.036 -0.866
H -1.245 0.226 1.854
N 2.104 0.218 -0.678
C 0.893 0.190 -0.058
C -1.361 0.376 0.790
C -1.284 -0.663 -0.208
H 2.185 -0.062 -1.640
H -1.684 1.356 0.456
*
```

The total energy comes out at -302.571035 a.u. For the LUMO energy (alpha / beta), the calculation gives -0.171 / -0.170 eV. The HOMO-LUMO gap (alpha / beta) comes out at 0.3057 / 0.3058 Eh.

***

Here is a single C5H13NO molecule from the Open Molecules 2025 dataset. Energies are from ωB97M-V with the def2-TZVPD basis set.

The geometry in ORCA input format:
```
! RIJCOSX wB97M-V def2-TZVPD def2/J DEFGRID3
* xyz 0 1
H 1.493 1.509 0.063
C -0.474 2.396 -0.156
H -0.434 -2.716 -0.314
C 0.495 -1.052 0.874
H 0.054 -0.828 1.841
H -0.647 -2.834 1.392
C 0.458 1.269 0.305
O -1.821 2.050 0.099
H -0.580 0.300 -2.045
H -0.337 2.557 -1.238
H -1.802 1.083 0.196
H 0.900 -3.160 0.697
C 0.077 -0.314 -1.437
H 1.091 -0.175 -1.833
H -0.237 3.322 0.363
H -0.273 -1.325 -1.622
C 0.036 -2.496 0.615
N -0.079 -0.022 -0.026
H 0.505 1.404 1.392
H 1.575 -0.967 0.834
*
```

The total energy comes out at -328.263188 a.u. For the LUMO energy, the calculation gives 0.990 eV. The HOMO-LUMO gap comes out at 0.3711 Eh.

***

Here is a single C4H6O2 molecule from the Open Molecules 2025 dataset. Energies are from ωB97M-V with the def2-TZVPD basis set.

The geometry in ORCA input format:
```
! RIJCOSX wB97M-V def2-TZVPD def2/J DEFGRID3
* xyz 0 1
C -0.403 -0.528 -0.769
H -2.308 0.465 -0.142
H -0.074 -1.565 -0.661
C 1.751 -0.048 0.563
C -1.426 -0.040 0.267
H 1.676 -0.100 1.670
H -0.654 -0.327 -1.812
H 0.821 1.351 -0.765
C 0.522 0.517 -0.115
H -1.750 -0.781 1.005
O -0.486 0.895 0.827
O 2.721 -0.433 -0.042
*
```

The total energy comes out at -306.436146 a.u. For the LUMO energy, the calculation gives 0.791 eV. The HOMO-LUMO gap comes out at 0.3868 Eh.

***

Here is 2 unconnected molecules or ions with the total composition C3H10N2O2 from the Open Molecules 2025 dataset. Energies are from ωB97M-V with the def2-TZVPD basis set.

The geometry in ORCA input format:
```
! RIJCOSX wB97M-V def2-TZVPD def2/J DEFGRID3
* xyz 0 1
H 2.743 0.266 0.083
H -1.276 -1.391 0.911
H -1.504 -1.482 -1.730
N 0.631 0.457 -0.276
H -2.741 -0.606 1.130
O -1.764 1.331 2.150
H 0.928 0.227 1.787
H 2.175 1.783 -0.671
H 0.290 -0.436 -0.600
O -0.798 -1.993 -2.131
H 0.449 1.863 1.286
C 2.018 0.712 -0.614
C 0.302 0.799 1.087
C -1.155 0.569 1.443
H 2.196 0.318 -1.611
H -0.714 -1.902 -3.078
N -1.779 -0.516 0.834
*
```

The total energy comes out at -380.297360 a.u. For the LUMO energy, the calculation gives 0.709 eV. The HOMO-LUMO gap comes out at 0.3482 Eh.

***

Here is a single C3H10NO2 molecule from the Open Molecules 2025 dataset. Energies are from ωB97M-V with the def2-TZVPD basis set.

The geometry in ORCA input format:
```
! RIJCOSX wB97M-V def2-TZVPD def2/J DEFGRID3
* xyz 0 2
H -0.504 -0.175 1.800
C -0.082 0.141 -0.355
H -0.901 -2.871 -1.240
H -1.449 0.986 0.995
C 0.945 1.112 0.114
H 1.557 0.719 0.928
H 0.734 -1.844 0.078
H 1.684 1.378 -0.658
O -0.980 -1.985 -0.873
N -1.086 0.025 0.865
H -1.601 -0.866 0.801
H 0.931 -1.276 -1.598
H 0.949 3.026 0.438
C 0.256 -1.286 -0.735
H -0.749 0.600 -1.088
O 0.297 2.316 0.528
*
```

The total energy comes out at -325.376503 a.u. For the LUMO energy (alpha / beta), the calculation gives 0.737 / 0.502 eV. The HOMO-LUMO gap (alpha / beta) comes out at 0.1390 / 0.4257 Eh.

***

Here is a single C2H4N6 molecule from the Open Molecules 2025 dataset. Energies are from ωB97M-V with the def2-TZVPD basis set.

The geometry in ORCA input format:
```
! RIJCOSX wB97M-V def2-TZVPD def2/J DEFGRID3
* xyz 0 1
N -0.661 1.242 1.104
C -0.719 0.499 0.000
C 0.426 -0.302 -0.070
N 0.788 -0.974 -1.113
H 0.132 1.258 1.726
N 1.825 -1.761 -0.837
N -1.621 0.474 -0.882
H -2.255 1.357 -0.703
N 1.363 -0.540 0.874
H 0.446 -1.310 -2.008
H -1.803 1.583 1.439
N 2.078 -1.525 0.470
*
```

The total energy comes out at -407.056961 a.u. For the LUMO energy, the calculation gives 0.263 eV. The HOMO-LUMO gap comes out at 0.3716 Eh.

***

Here is a gas-phase ion, C4H13N2O (charge +1) from the Open Molecules 2025 dataset. Energies are from ωB97M-V with the def2-TZVPD basis set.

The geometry in ORCA input format:
```
! RIJCOSX wB97M-V def2-TZVPD def2/J DEFGRID3
* xyz 1 1
O 0.220 -2.999 -0.094
H -1.365 -1.895 -0.805
C -0.758 -1.998 0.096
H -1.294 0.604 -0.758
H 1.553 -1.517 -0.498
H 0.257 -0.750 1.503
H -1.857 0.423 0.792
C -0.909 0.576 0.274
H 1.887 0.034 0.036
C -0.072 -0.667 0.465
H -1.428 -2.206 0.931
N 1.172 -0.568 -0.383
H 0.937 -0.126 -1.276
H -0.882 2.568 1.004
H 1.428 2.738 -0.479
H 0.123 -3.376 -0.979
N 0.492 2.380 -0.623
H 0.044 3.135 -1.107
H 0.619 1.782 1.330
C -0.166 1.863 0.571
*
```

The total energy comes out at -344.710468 a.u. For the LUMO energy, the calculation gives -3.178 eV. The HOMO-LUMO gap comes out at 0.3824 Eh.

***

Here is a single C4H10NPS molecule from the Open Molecules 2025 dataset. Energies are from ωB97M-V with the def2-TZVPD basis set.

The geometry in ORCA input format:
```
! RIJCOSX wB97M-V def2-TZVPD def2/J DEFGRID3
* xyz 0 1
H 3.135 -1.488 0.859
S -1.853 -1.084 -0.611
H -0.981 1.721 1.302
C -2.410 0.181 0.600
C 0.318 1.055 -1.428
H 0.647 0.496 -2.303
H 2.794 -0.838 -0.756
H -0.594 1.595 -1.669
H 1.100 1.747 -1.121
H -3.090 -0.274 1.317
H 2.208 -2.449 -0.299
H -0.871 0.171 2.162
P 0.024 -0.137 -0.042
N 1.198 -0.874 0.656
H -2.935 0.974 0.069
C 2.388 -1.435 0.066
C -1.078 0.640 1.200
*
```

The total energy comes out at -952.687037 a.u. For the LUMO energy, the calculation gives 0.809 eV. The HOMO-LUMO gap comes out at 0.3372 Eh.

***

Here is a gas-phase ion, CH5OS2 (charge -1) from the Open Molecules 2025 dataset. Energies are from ωB97M-V with the def2-TZVPD basis set.

The geometry in ORCA input format:
```
! RIJCOSX wB97M-V def2-TZVPD def2/J DEFGRID3
* xyz -1 1
H 2.036 1.007 0.034
H 1.010 1.443 1.300
C 0.970 1.243 0.290
S -1.793 0.291 -0.474
H 0.711 2.068 -0.349
O 1.914 -1.259 0.231
H -2.132 0.628 0.974
S 0.261 -0.339 0.066
H 1.748 -1.773 0.996
*
```

The total energy comes out at -912.679326 a.u. For the LUMO energy, the calculation gives 3.840 eV. The HOMO-LUMO gap comes out at 0.2389 Eh.

***

Here is a molecular structure, C4H6N2O from the Open Molecules 2025 dataset. Energies are from ωB97M-V with the def2-TZVPD basis set.

The geometry in ORCA input format:
```
! RIJCOSX wB97M-V def2-TZVPD def2/J DEFGRID3
* xyz 0 1
H 2.665 -1.334 0.014
N 0.580 -0.734 0.031
H -1.679 -1.166 -0.713
H -0.388 -1.219 0.910
H 1.094 2.512 -0.473
C -1.936 -0.397 0.019
N 2.302 0.724 -0.282
C 1.132 1.437 -0.342
C 1.951 -0.526 -0.050
H -1.441 -1.120 1.164
O -1.237 0.739 -0.078
H -2.987 -0.184 0.217
C 0.116 0.539 -0.176
*
```

The total energy comes out at -340.633369 a.u. For the LUMO energy, the calculation gives -0.014 eV. The HOMO-LUMO gap comes out at 0.2988 Eh.

***

Here is a single C3H2N2O3 molecule from the Open Molecules 2025 dataset. Energies are from ωB97M-V with the def2-TZVPD basis set.

The geometry in ORCA input format:
```
! RIJCOSX wB97M-V def2-TZVPD def2/J DEFGRID3
* xyz 0 1
C -1.100 1.054 -0.872
O 1.484 -0.607 -1.084
O 0.811 -1.342 1.013
C -0.344 0.467 0.246
N -0.001 -0.700 2.079
H -2.118 1.605 -0.613
C 0.702 -0.481 -0.095
O -0.753 1.090 -2.210
N -0.607 0.349 1.605
H -1.514 1.484 -2.597
*
```

The total energy comes out at -450.622996 a.u. For the LUMO energy, the calculation gives -1.384 eV. The HOMO-LUMO gap comes out at 0.3139 Eh.

***

Here is a molecular structure, C4H3N2O2P from the Open Molecules 2025 dataset. Energies are from ωB97M-V with the def2-TZVPD basis set.

The geometry in ORCA input format:
```
! RIJCOSX wB97M-V def2-TZVPD def2/J DEFGRID3
* xyz 0 1
C 1.882 -0.281 0.494
N 2.763 -0.960 0.832
C 0.754 1.810 1.401
H -1.713 0.100 -1.503
O -0.722 -1.013 1.398
H -0.910 -1.469 -1.630
O 1.125 1.288 -2.209
N 0.853 2.392 2.376
C -0.622 -0.575 0.305
C -1.540 -0.765 -0.855
H -2.474 -1.303 -0.614
P 0.604 0.775 0.006
*
```

The total energy comes out at -755.322945 a.u. For the LUMO energy (alpha / beta), the calculation gives -2.452 / -2.176 eV. The HOMO-LUMO gap (alpha / beta) comes out at 0.3031 / 0.3038 Eh.

***

The calculation returns the following energy above the lowest of the compared OMol25 structures with the same formula, charge and spin values, one per record and in order: 76.6, 34.9, 44.0, 24.7, 43.1, 37.6, 35.4, 0.0, 44.2, 101.4, 113.1, 124.4 kcal/mol.